(1)
Formula: C4HO2
Source: the OMol25 dataset
Level of theory: ωB97M-V/def2-TZVPD

Each line ends with the natural charge from an NBO analysis.
Positions of all 7 atoms, in Å:
1 O 0.14147 -0.03792 1.37863  -0.586
2 C -0.24754 -0.03613 0.31920  0.589
3 O 1.64313 -0.18782 4.15379  -0.175
4 C 0.52777 -0.07581 4.21303  0.917
5 C -0.80200 0.11831 4.28530  -0.333
6 C -2.01277 0.23645 4.25677  0.282
7 H -3.03694 -0.07198 4.47904  0.306

For the highest occupied orbital energy, the calculation gives -16.83 eV. As for the multiplicity: 1. For the total energy, the calculation gives -303.0823 a.u. The net charge is +1. Its HOMO-LUMO gap is 9.30 eV.

=====

(2)
Formula: C4O3
Source: the OMol25 dataset
Level of theory: ωB97M-V/def2-TZVPD

Each line ends with the natural charge from an NBO analysis.
Positions of all 7 atoms, in Å:
1 C 0.07681 -0.36054 0.30671  -0.625
2 C -0.95759 -0.40036 1.14385  0.725
3 C 1.87092 0.73651 0.15710  0.500
4 C -0.19816 -0.65397 -0.92333  0.764
5 O 1.53814 1.32682 -0.79339  -0.545
6 O -0.76336 -0.76698 -1.90315  -0.397
7 O -1.56677 0.11852 2.01221  -0.423

For the highest occupied orbital energy, the calculation gives -9.91 eV. As for the multiplicity: 1. For the total energy, the calculation gives -378.0252 a.u. Its HOMO-LUMO gap is 9.36 eV.